Record 1
Below is a structure of composition C6H12N2PSTc in a non-equilibrium geometry, with properties calculated with the ωB97M-V functional and the def2-TZVPD basis.

Geometry as XYZ:
```
23
Properties=species:S:1:pos:R:3:forces:R:3
C 0.51140 0.00002 -2.16043 2.09 0.09 -0.17
C 1.82591 -0.30189 -2.59140 -3.02 -1.15 1.53
C 2.69775 0.59745 -1.90817 0.63 2.41 -1.77
C 1.96614 1.75116 -1.56671 -1.27 -0.83 1.86
C 0.60041 1.32510 -1.45139 1.43 -0.67 -1.03
Tc -0.88851 0.06167 1.59212 1.32 2.22 0.36
P -2.31630 -1.51060 0.93826 -0.82 -1.28 0.06
H -0.37183 -0.62391 -2.26721 0.13 0.36 -0.33
H 2.12972 -1.13589 -3.21114 -0.07 -0.02 0.26
H 3.78668 0.55571 -1.92645 -0.29 -0.10 0.07
H -0.21439 1.83439 -0.94260 0.12 0.13 -0.35
H 2.34431 2.70356 -1.21778 0.08 -0.27 0.16
H -2.39619 -2.72526 1.65457 -0.10 0.12 -0.15
H -2.23938 -2.00076 -0.37666 -0.11 0.02 -0.02
H -3.61751 -1.02236 1.02315 -0.28 -0.15 -0.12
N 0.40994 0.80360 4.06209 -0.41 -0.49 -0.49
C -0.76766 0.20709 3.64425 -0.83 -0.61 0.05
N -1.25416 -0.73774 4.54009 -0.14 0.15 -0.72
S -2.08350 1.52260 2.73536 0.96 -1.07 0.34
H 1.13149 0.19370 4.41559 0.00 -0.09 0.42
H 0.77217 1.48209 3.43066 0.32 0.70 -0.30
H -2.09909 -1.21741 4.24456 0.27 0.23 0.01
H -0.56673 -1.39662 4.88930 0.00 0.29 0.33
```
Forces are in eV/Å.

Properties
HOMO (spin up / spin down) ... -11.2 / -11.1 eV
F_max ... 0.069 hartree/bohr
Electronic energy ... -31706.921 eV
HOMO-LUMO gap (spin up / spin down) ... 6.2 / 6.0 eV
Net charge ... +1
2S+1 ... 4

natural (NBO) atomic charge list, values in e, 5 entries: atom 1 (C): -0.299, atom 2 (C): -0.239, atom 3 (C): -0.085, atom 4 (C): -0.344, atom 5 (C): -0.137


Record 2
Below is an isolated molecule of C6H12N4O in a non-equilibrium geometry, with properties calculated with the ωB97M-V functional and the def2-TZVPD basis.

Geometry as XYZ:
```
23
Properties=species:S:1:pos:R:3:forces:R:3
C -2.32949 1.31549 0.09812 -0.74 -1.61 -0.61
C -0.75894 1.02166 -0.15745 1.25 2.24 0.52
C 0.54795 -0.94871 -1.11718 2.22 0.65 -0.92
C 2.09466 -0.20996 -1.24608 -0.69 -5.55 -1.85
C 2.10852 -0.04603 1.05274 -0.16 -1.80 4.29
C 0.55320 -0.49308 1.29783 0.59 3.61 -2.54
H -2.57188 2.22358 -0.57310 0.26 -0.83 2.23
H -2.73715 1.15346 1.27622 1.66 1.47 -3.04
H -0.30055 1.59159 -1.15064 -1.63 -1.63 2.30
H -0.31000 1.74821 0.77807 -0.67 -2.18 -2.56
H 0.71391 -2.03743 -0.89012 0.10 1.00 -0.33
H 0.02373 -0.88157 -2.10837 0.59 0.05 0.85
H 2.60100 -0.73284 -2.23501 -0.92 0.58 2.79
H 2.13128 0.73966 -1.59546 -0.66 3.48 -0.40
H 2.46656 -0.90117 1.98563 -0.05 3.26 -2.37
H 2.21544 1.05493 1.34651 0.21 -1.53 -0.35
H 0.63117 -1.47983 1.46904 -0.23 -3.47 1.01
H 0.22567 0.11762 2.29614 0.22 -1.47 -2.91
N -3.47840 -1.89712 0.31796 2.45 6.22 -2.29
N -3.17222 -0.80597 -0.08830 -3.31 -6.74 2.30
N -3.24741 0.30231 -0.59511 1.63 0.66 0.16
N -0.31107 -0.45588 -0.08390 -0.04 3.68 4.07
O 2.90400 -0.37892 -0.07753 -2.09 -0.09 -0.34
```
Forces are in eV/Å.

Properties
HOMO ... -8.8 eV
F_max ... 0.153 hartree/bohr
Electronic energy ... -14416.449 eV
HOMO-LUMO gap ... 9.4 eV
2S+1 ... 1

natural (NBO) atomic charge list, values in e, 5 entries: atom 1 (C): -0.274, atom 2 (C): -0.257, atom 3 (C): -0.246, atom 4 (C): -0.091, atom 5 (C): -0.096


Record 3
Below is a cluster of 2 separate species, C6H12N4O in total in a non-equilibrium geometry, with properties calculated with the ωB97M-V functional and the def2-TZVPD basis.

Geometry as XYZ:
```
23
Properties=species:S:1:pos:R:3:forces:R:3
C 4.42026 -1.91934 -0.65879 0.65 0.39 -2.26
C 2.18502 -1.34226 0.02228 -2.66 -2.14 1.98
C -1.94114 -1.64967 0.12572 1.74 -1.91 0.29
C 0.23157 0.16628 0.12755 0.35 -1.45 0.13
C -4.27900 -1.27843 -0.46746 -1.73 -3.33 0.27
C 0.96676 2.55595 0.05373 -0.73 1.96 -0.48
N 3.39972 -1.55471 -0.07819 1.53 -0.16 -0.57
N -2.84214 -0.95581 -0.35620 -0.70 5.42 -1.72
N 1.64144 -0.17106 0.12752 -1.99 4.16 -1.29
N 0.04054 1.44636 0.06822 -1.55 -0.07 0.11
O -1.21789 -2.45989 0.45515 -0.31 0.07 0.33
H 5.30756 -1.88656 -0.12668 1.82 -0.46 1.17
H 4.51309 -2.07149 -1.75668 -0.52 -0.14 0.69
H 1.60150 -2.20823 0.36443 -0.24 0.25 -0.47
H -4.51107 -1.86683 -1.43802 0.67 1.01 1.64
H -4.56163 -1.92276 0.44462 0.48 0.80 -1.54
H -4.94959 -0.43528 -0.41153 0.52 0.68 -0.06
H 1.16521 2.81049 -1.03210 0.90 -0.50 1.35
H 1.71113 2.33504 0.82395 0.61 0.43 -0.82
H 0.45241 3.50457 0.39325 0.33 -1.26 -0.08
H -2.54472 0.07652 -0.66816 -0.63 -3.10 0.84
H 2.15478 0.64014 -0.22942 0.74 -0.53 0.38
H -0.94810 1.71773 0.04338 0.71 -0.12 0.10
```
Forces are in eV/Å.

Properties
HOMO ... -17.0 eV
F_max ... 0.111 hartree/bohr
Electronic energy ... -14403.844 eV
HOMO-LUMO gap ... 9.6 eV
Net charge ... +2
2S+1 ... 1

natural (NBO) atomic charge list, values in e, 5 entries: atom 1 (C): 0.137, atom 2 (C): 0.395, atom 3 (C): 1.027, atom 4 (C): 0.173, atom 5 (C): -0.442


Record 4
Below is a cluster of 2 separate species, C6H12N5OS in total in a non-equilibrium geometry, with properties calculated with the ωB97M-V functional and the def2-TZVPD basis.

Geometry as XYZ:
```
25
Properties=species:S:1:pos:R:3:forces:R:3
C 0.08098 -1.48537 2.77669 1.17 -0.34 -0.56
C 0.66192 -0.86397 -1.02048 2.64 -1.21 0.88
C -0.09011 -2.63358 0.55898 0.62 0.65 2.28
C -1.61374 2.61466 -0.22941 4.19 -1.72 -1.40
C 0.01087 0.16674 -1.75208 0.63 -0.60 0.01
C -0.66009 1.62418 0.39489 -1.00 0.43 1.41
N 1.88634 1.39336 -2.23006 -0.13 -0.81 0.46
N 0.33353 -2.15107 1.75755 0.98 0.12 -0.86
N 0.07965 -1.80196 -0.42350 -2.38 -1.31 -0.26
N 0.59966 1.14244 -2.29902 1.24 2.14 -1.78
N -0.49672 -3.91963 0.52535 1.23 0.93 -4.28
O -1.01392 0.54635 0.78080 -0.46 -0.88 0.09
S 1.04211 1.98586 0.77735 0.31 0.39 0.40
H 0.82185 -0.99628 3.37102 1.22 -0.24 0.18
H -0.83262 -1.35523 3.20217 -3.27 0.48 0.56
H 1.80190 -0.97120 -0.93679 -1.29 0.77 -0.62
H -1.94885 3.26857 0.44941 -0.28 3.33 2.57
H -1.07079 2.96556 -1.09573 -0.51 0.83 -0.27
H -2.48860 2.15034 -0.42203 -2.59 -2.13 -1.39
H -1.01324 0.18873 -1.97060 -1.43 -0.70 0.17
H 2.21750 2.27206 -2.55376 -0.39 0.71 -0.65
H -1.05426 -4.30846 1.22313 -0.76 -0.54 1.31
H -0.58833 -4.27192 -0.45539 -0.17 0.07 1.58
H 2.37071 1.13246 -1.39859 0.44 -0.54 0.46
H 0.96424 3.30735 0.97010 0.00 0.16 -0.28
```
Forces are in eV/Å.

Properties
HOMO ... -12.8 eV
F_max ... 0.092 hartree/bohr
Electronic energy ... -26739.472 eV
HOMO-LUMO gap ... 8.4 eV
Net charge ... +1
2S+1 ... 1

natural (NBO) atomic charge list, values in e, 5 entries: atom 1 (C): 0.120, atom 2 (C): 0.213, atom 3 (C): 0.644, atom 4 (C): -0.718, atom 5 (C): -0.141


Record 5
Below is the ion C6H12NO with charge -1 in a non-equilibrium geometry, with properties calculated with the ωB97M-V functional and the def2-TZVPD basis.

Geometry as XYZ:
```
20
Properties=species:S:1:pos:R:3:forces:R:3
C 1.65872 -1.02972 -2.10301 0.20 0.78 -0.42
C 0.90089 -0.15583 -1.43390 -1.43 -1.40 -0.05
C 0.03708 0.80207 -2.23319 0.34 1.02 0.30
C 0.60815 -0.24872 0.06321 2.73 1.27 -0.87
C -0.75628 -0.04484 0.56964 -1.67 -0.90 2.41
N -1.57779 -1.30614 0.61959 0.83 -0.51 0.10
C -0.57104 0.48142 2.11036 0.04 0.79 -1.56
O 0.01725 1.66313 2.19521 0.60 0.11 0.09
H 1.55813 -1.01310 -3.18759 0.50 0.02 0.01
H 2.45473 -1.63093 -1.68260 -0.40 -0.39 0.26
H -0.75327 0.38560 -2.86030 -0.03 -0.38 0.35
H 0.63829 1.42222 -2.90606 0.21 -0.23 -0.01
H -0.39138 1.52035 -1.53141 -0.28 -0.08 -0.18
H 1.09474 -1.13729 0.46880 -0.40 -0.44 -0.06
H 1.23617 0.53646 0.55668 -0.63 0.12 -0.20
H -1.40453 0.64867 0.04110 0.50 0.46 -0.08
H -0.91312 -2.06602 0.78824 -0.07 0.04 -0.38
H -2.05278 -1.30978 1.52470 -0.26 0.40 -0.12
H -1.61871 0.56557 2.47682 -0.26 -0.80 0.31
H 0.00108 -0.38266 2.58708 -0.52 0.10 0.10
```
Forces are in eV/Å.

Properties
HOMO ... -2.5 eV
SMILES string ... C=C(C)C[C@@H](N)C[O-]
F_max ... 0.061 hartree/bohr
Electronic energy ... -9952.734 eV
HOMO-LUMO gap ... 6.3 eV
Net charge ... -1
2S+1 ... 1

natural (NBO) atomic charge list, values in e, 5 entries: atom 1 (C): -0.473, atom 2 (C): 0.086, atom 3 (C): -0.664, atom 4 (C): -0.493, atom 5 (C): -0.101


Record 6
Below is a cluster of 2 separate species, C6H12NO in total in a non-equilibrium geometry, with properties calculated with the ωB97M-V functional and the def2-TZVPD basis.

Geometry as XYZ:
```
20
Properties=species:S:1:pos:R:3:forces:R:3
C -0.68891 0.93636 0.66813 -1.47 -0.13 -1.83
C 2.86176 -0.20843 0.11929 1.33 -4.28 -1.59
C 2.21039 0.82005 0.80254 0.38 0.93 -2.61
C -1.80921 0.43936 0.01519 2.02 0.01 0.79
C 1.99436 -1.21858 -0.62883 0.10 -3.07 3.59
C -2.19612 -1.00499 0.07642 -4.67 1.97 0.96
N -2.47731 1.28486 -0.78711 0.55 2.12 1.46
O 2.59468 1.14118 -0.38684 -0.52 1.36 1.69
H -0.28667 0.61322 1.53743 0.60 -2.12 2.67
H -0.37787 1.92739 0.56713 -0.09 1.81 -0.80
H 3.96565 -0.53932 0.15229 -1.73 1.14 0.60
H 1.96364 -2.27698 -0.05134 0.79 2.25 -0.95
H 2.43747 -1.46799 -1.55684 -0.01 0.15 -1.20
H 0.93807 -1.03971 -0.51825 -0.29 0.90 -0.91
H -2.29636 -1.39841 1.11544 -0.24 0.64 -0.64
H -1.50135 -1.58888 -0.33922 2.65 -2.25 -2.00
H -3.20890 -1.08402 -0.50550 1.84 -0.37 1.27
H -3.20708 1.06451 -1.39036 -1.29 -1.03 -0.87
H -2.57415 2.23333 -0.39496 0.39 -0.69 -0.77
H 1.65791 1.36705 1.50538 -0.34 0.66 1.11
```
Forces are in eV/Å.

Properties
HOMO (spin up / spin down) ... -11.9 / -11.9 eV
F_max ... 0.100 hartree/bohr
Electronic energy ... -9942.161 eV
HOMO-LUMO gap (spin up / spin down) ... 5.9 / 5.9 eV
Net charge ... +1
2S+1 ... 1

natural (NBO) atomic charge list, values in e, 5 entries: atom 1 (C): -0.644, atom 2 (C): 0.018, atom 3 (C): 0.469, atom 4 (C): 0.311, atom 5 (C): -0.670